# 1
A structure of composition C15H16AsCrF3NO7S3. Source: OMol25; level of theory: wB97M-V/def2-TZVPD.

ORCA input file:
```
! wB97M-V def2-TZVPD RIJCOSX def2/J DEFGRID3
* xyz -1 5
Cr 0.39188 0.30084 0.23336
F 5.32186 -3.81882 -0.36286
C 4.11426 -3.33149 -0.74290
F 4.16342 -3.22592 -2.07357
F 3.22827 -4.29055 -0.45148
C 3.81301 -2.02662 -0.05723
C 4.77156 -1.45285 0.74310
C 4.52834 -0.24196 1.38029
C 3.28400 0.31750 1.21099
N 2.33491 -0.23956 0.46639
C 2.55866 -1.38158 -0.24350
S 1.30617 -1.87542 -1.30415
H 5.72401 -1.94788 0.86742
H 5.27354 0.24177 1.99643
H 3.01967 1.25418 1.69026
O 1.10090 4.14414 0.73108
S 0.17620 3.10486 0.35099
O -1.11018 3.53035 -0.11383
O 0.85009 2.09948 -0.54834
C -0.16394 2.18694 1.90358
C 0.70716 2.45644 2.95527
C 0.37006 2.12683 4.25731
C -0.87140 1.58020 4.53615
C -1.75910 1.31355 3.50884
C -1.42165 1.60948 2.19734
S -2.51552 0.93253 0.92813
O -3.58497 1.83171 0.62209
O -2.97102 -0.34174 1.50408
O -1.57531 0.66059 -0.19850
H 1.63210 2.97502 2.73617
H 1.06630 2.33589 5.06161
H -1.14511 1.34510 5.55804
H -2.71185 0.83930 3.70510
C -2.20356 -2.70810 2.96489
As -1.26442 -2.34826 1.33593
C -2.26119 -2.48182 -0.29369
C -0.24134 -3.98057 1.25309
O -0.13130 -1.12526 1.59658
H -2.45769 -3.76387 3.00728
H -3.07969 -2.07622 3.06667
H -1.47548 -2.46538 3.73468
H -3.10229 -3.14694 -0.09677
H -1.58138 -2.91596 -1.01929
H -2.61255 -1.50621 -0.61268
H -0.91682 -4.82041 1.07518
H 0.27328 -4.12020 2.20304
H 0.48470 -3.90861 0.44553
*
```

Calculated values
E_HOMO (spin up / spin down): -4.341 / -5.208 eV
⟨S²⟩: 6.014
Energy above the lowest of the compared OMol25 structures with the same formula, charge and spin: 32.84 kJ/mol
Max |F|: 0.021 hartree/bohr

Here are the Mulliken charges for atoms 1 to 8, given in e:
1. Cr 0.863
2. F -0.327
3. C 0.535
4. F -0.246
5. F -0.219
6. C -0.273
7. C 0.004
8. C -1.156

# 2
A structure of composition C8H28BClCoN8O20. Source: OMol25; level of theory: wB97M-V/def2-TZVPD.

ORCA input file:
```
! wB97M-V def2-TZVPD RIJCOSX def2/J DEFGRID3
* xyz -1 5
Co -3.65765 -1.45783 -0.56197
Cl -0.21145 -0.28125 -0.00726
O 0.12896 0.83559 -0.81585
O -1.47986 -0.64303 -0.61144
O 0.61746 -1.42650 -0.02581
O -0.47302 0.13682 1.34046
B -2.93177 -3.48876 -1.30129
H -2.68535 -3.02176 -0.36031
H -2.07836 -4.04165 -1.66218
H -3.80812 -4.09278 -1.12402
H -3.13868 -2.69551 -2.00284
C 3.71951 -3.11612 -0.26883
N 4.37723 -4.39537 -0.67825
O 4.92309 -5.01465 0.17949
O 4.39887 -4.68421 -1.89578
H 3.67073 -3.01726 0.81558
H 2.71106 -3.05687 -0.67823
H 4.23076 -2.30238 -0.78318
C -3.90342 1.75323 2.38822
N -3.78844 1.54609 0.92012
O -3.23177 2.41755 0.25319
O -4.03398 0.42824 0.42060
H -3.02710 1.38444 2.92129
H -4.80176 1.25088 2.74700
H -4.04112 2.81544 2.59034
C 3.78167 1.42516 -0.35942
N 4.14861 1.41414 1.10880
O 3.81906 2.29136 1.84711
O 4.93014 0.51403 1.47297
H 4.34157 2.29105 -0.71273
H 2.73487 1.70801 -0.47039
H 4.09516 0.55453 -0.93546
C 2.34287 -0.59127 3.27070
N 1.63424 -1.90109 3.51516
O 0.52142 -1.87575 4.01804
O 2.31966 -2.95596 3.33244
H 3.35937 -0.73743 3.63602
H 1.82943 0.19461 3.82466
H 2.28684 -0.39133 2.20066
C -1.01939 -4.13311 1.97527
N -1.43901 -5.42619 1.36008
O -1.52642 -5.52747 0.17275
O -1.75645 -6.34671 2.10266
H -1.90629 -3.51539 2.11646
H -0.39229 -3.65515 1.22269
H -0.49985 -4.33591 2.91178
C 1.21833 3.87862 -2.92477
N 0.87514 4.21767 -4.32487
O -0.19659 3.81283 -4.72016
O 1.71385 4.90838 -4.94145
H 1.09458 2.80304 -2.79865
H 0.55771 4.43833 -2.26265
H 2.23426 4.17585 -2.66469
C -2.20474 1.78716 -3.37005
N -3.37883 0.80789 -3.27274
O -3.61785 0.33934 -2.23099
O -3.93708 0.44861 -4.32276
H -1.63656 1.30258 -4.16406
H -1.69268 1.78998 -2.40782
H -2.65192 2.71095 -3.73712
C -0.17242 3.82787 0.71401
N -0.93337 4.16242 1.92106
O -1.77706 5.04862 1.82625
O -0.77834 3.44127 2.88943
H -0.70421 3.32366 -0.09288
H 0.61900 3.17502 1.08218
H 0.27756 4.76737 0.39313
*
```

Calculated values
E_HOMO (spin up / spin down): -3.237 / -6.526 eV
⟨S²⟩: 6.010
Max |F|: 0.124 hartree/bohr

Here are the Mulliken charges for atoms 1 to 8, given in e:
1. Co 0.522
2. Cl 1.217
3. O -0.492
4. O -0.413
5. O -0.446
6. O -0.577
7. B 0.563
8. H -0.053

| no. | DFT total energy (hartree) |
| --- | --- |
| 1 | -5937.24944 |
| 2 | -4131.14989 |